C42H88BBrN2O12 | the ωB97M-V functional and the def2-TZVPD basis

Cartesian coordinates (Å):
C 1.35352 0.29575 1.44876
C 1.14719 0.38688 -0.05890
C 0.08851 1.37990 -0.54076
C 0.23524 2.81017 -0.02089
N -1.08211 3.48225 0.20033
B -1.88868 2.94107 1.25248
Br -1.36284 3.29819 3.09304
C -3.18032 2.09769 1.04543
N -3.44534 0.97392 1.95086
C -2.98078 -0.30028 1.43875
H 1.30696 1.26797 1.93582
H 0.61880 -0.35043 1.91468
H 2.32816 -0.12561 1.68156
H 2.10142 0.55083 -0.54113
H 0.82739 -0.59822 -0.40391
H 0.11248 1.41731 -1.62964
H -0.89743 0.99625 -0.28497
H 0.77663 3.40549 -0.75129
H 0.83328 2.81905 0.89115
H -0.87233 4.45318 0.43065
H -3.14325 1.73554 0.01884
H -4.03018 2.78938 1.07901
H -3.00259 1.15544 2.84264
H -3.35520 -1.11311 2.04855
H -1.89519 -0.39201 1.38880
H -3.37107 -0.43137 0.43020
C -0.55134 7.77950 -1.47687
C -0.04341 7.31924 -0.13238
O -0.62437 6.47588 0.51284
C 1.22488 7.96395 0.37138
H -1.46499 7.24926 -1.73084
H -0.74367 8.85347 -1.45630
H 0.20536 7.60056 -2.24282
H 1.08923 9.04388 0.44961
H 2.03630 7.79119 -0.33792
H 1.48814 7.55333 1.34211
C -6.73291 -0.24985 3.68658
C -6.33779 -1.68319 3.41911
O -5.19288 -1.97227 3.15346
C -7.41837 -2.73049 3.50372
H -5.86501 0.39494 3.56962
H -7.51233 0.05595 2.98587
H -7.14975 -0.15849 4.69153
H -8.22700 -2.50358 2.80603
H -7.84929 -2.74033 4.50662
H -7.01058 -3.71231 3.28761
C 4.64528 0.01716 -3.83711
C 3.90729 -0.88542 -2.88997
O 3.76810 -0.59582 -1.72216
C 3.34503 -2.17160 -3.45374
H 5.00441 0.88148 -3.28826
H 5.50254 -0.49746 -4.27242
H 4.00549 0.33757 -4.65995
H 4.15314 -2.78211 -3.86021
H 2.65622 -1.95022 -4.27093
H 2.82586 -2.72135 -2.67150
C -6.05762 -7.96566 2.82744
C -6.04357 -6.78586 3.77452
O -6.99507 -6.04615 3.87285
C -4.77954 -6.57416 4.56977
H -7.01062 -8.01376 2.30794
H -5.24576 -7.87161 2.10384
H -5.89059 -8.89140 3.38083
H -3.93746 -6.44863 3.88516
H -4.57031 -7.44639 5.19119
H -4.87436 -5.70252 5.20936
C 3.98082 -2.76136 1.06486
C 4.63492 -2.94213 2.41027
O 5.71213 -2.46173 2.67848
C 3.84971 -3.75295 3.41656
H 4.61036 -2.16118 0.41324
H 3.79691 -3.73497 0.60574
H 3.01116 -2.27463 1.18627
H 3.66831 -4.75566 3.02506
H 2.87166 -3.29439 3.57552
H 4.39738 -3.81447 4.35339
C -1.38291 -3.25591 0.47307
C -0.71686 -3.36033 1.82102
O 0.35558 -2.84789 2.05359
C -1.46686 -4.14267 2.87457
H -0.76537 -2.66774 -0.20110
H -1.52857 -4.24793 0.04290
H -2.36376 -2.79442 0.58372
H -1.63410 -5.16482 2.52737
H -2.44744 -3.69013 3.04191
H -0.89952 -4.15568 3.80201
C -2.76016 -3.83597 7.98446
C -3.89164 -4.72704 8.44274
O -4.47075 -5.46230 7.67892
C -4.26216 -4.64651 9.90550
H -2.58545 -3.97571 6.92124
H -3.00220 -2.79048 8.18260
H -1.85107 -4.06746 8.54224
H -4.55060 -3.62583 10.16230
H -3.40092 -4.90326 10.52466
H -5.08360 -5.32540 10.11630
C 2.97173 3.08236 -7.29859
C 3.29082 1.61879 -7.46765
O 4.28199 1.12273 -6.98260
C 2.30893 0.79385 -8.26978
H 3.73126 3.56683 -6.69306
H 2.90558 3.56858 -8.27399
H 2.00198 3.20223 -6.81133
H 2.21467 1.20130 -9.27774
H 1.31970 0.84136 -7.81071
H 2.64483 -0.23836 -8.32067
C 9.28701 2.15806 -1.73891
C 7.95055 1.49407 -1.97916
O 7.61511 1.11795 -3.07807
C 7.05082 1.32526 -0.77608
H 9.84154 2.22286 -2.67115
H 9.13900 3.15721 -1.32429
H 9.86084 1.58869 -1.00602
H 6.83749 2.29833 -0.32778
H 7.55148 0.72718 -0.01257
H 6.12073 0.83919 -1.06294
C -0.51672 -6.25966 -4.31135
C -0.29956 -4.95407 -3.58255
O -0.41372 -4.86128 -2.38395
C 0.07170 -3.75725 -4.42916
H -0.77604 -7.04016 -3.60166
H -1.31445 -6.14919 -5.04786
H 0.38729 -6.53970 -4.85480
H -0.70806 -3.55462 -5.16538
H 0.99911 -3.95530 -4.96956
H 0.19976 -2.89116 -3.78529
C -4.02869 6.11518 -0.30173
C -5.12898 6.68914 -1.16180
O -5.27931 7.87993 -1.29996
C -6.03180 5.68813 -1.84823
H -3.44734 6.91926 0.14139
H -4.45540 5.49826 0.49165
H -3.37031 5.47763 -0.89606
H -6.51986 5.05437 -1.10570
H -5.44157 5.03262 -2.49098
H -6.78078 6.20874 -2.43857
C 5.76297 6.26607 -3.45233
C 5.21307 5.06558 -4.18997
O 4.25959 5.16230 -4.92809
C 5.91263 3.75086 -3.94820
H 5.18406 7.15162 -3.69964
H 5.72959 6.08971 -2.37556
H 6.80919 6.42212 -3.72091
H 5.86387 3.49954 -2.88664
H 6.96713 3.82424 -4.21887
H 5.45063 2.95760 -4.53023

Output
- Kohn-Sham gap (eV) = 8.36
- HOMO (eV) = -8.08
- charge = 0

Results of the Mulliken charge analysis, in e, for atoms 1 through 6:
1. C -0.917
2. C 0.363
3. C -0.337
4. C -0.815
5. N -0.028
6. B 0.541

***

C4H14O3 | the ωB97M-V functional and the def2-TZVPD basis

Cartesian coordinates (Å):
C 1.38964 -1.29706 -1.17271
C 0.83762 -0.85321 0.18168
C 1.04212 0.61851 0.49762
C 0.07530 1.12853 1.56156
O 0.87543 1.44593 -0.67610
H 2.32239 -0.79101 -1.41213
H 0.69360 -1.02705 -1.96743
H 1.50244 -2.36249 -1.18980
H -0.22113 -1.09802 0.21386
H 1.31426 -1.43868 0.95440
H 2.04151 0.81080 0.91772
H 0.29824 2.17001 1.77312
H -0.94700 1.09567 1.16154
H 0.05835 0.39568 2.36098
H 1.75412 1.57936 -1.04148
H -0.98511 0.79052 -1.14312
H -2.10600 0.83268 -2.18802
O -1.94307 0.68551 -1.24642
H -2.24144 -1.06368 1.47505
H -2.82576 -0.48529 0.11771
O -2.93553 -1.13672 0.82195

Output
- SMILES string = CC[C@H](C)O.O.O
- Kohn-Sham gap (eV) = 11.34
- HOMO (eV) = -10.77
- charge = 0

Results of the Mulliken charge analysis, in e, for atoms 1 through 6:
1. C -1.320
2. C -0.007
3. C 0.103
4. C -1.224
5. O -0.627
6. H 0.309

***

C4H9NO2 | the ωB97M-V functional and the def2-TZVPD basis

Cartesian coordinates (Å):
C -2.77524 -0.15143 -0.30282
C 0.25276 0.50529 -1.32331
O 0.31389 1.65518 -0.94283
C 0.75058 -0.68574 -0.54037
C 2.07037 -0.51537 0.21389
O 2.87857 -1.42066 0.26225
N 2.21055 0.67151 0.85838
H -2.68908 -0.61610 0.68206
H -2.41167 -0.84852 -1.06401
H -3.82337 0.07341 -0.50304
H -0.21828 0.27204 -2.29758
H -2.20586 0.78249 -0.31591
H -0.02688 -0.91702 0.20159
H 0.85055 -1.56396 -1.18039
H 3.11128 0.84786 1.27613
H 1.61995 1.45118 0.59960

Output
- SMILES string = NC(=O)CC=O.C
- Kohn-Sham gap (eV) = 10.53
- HOMO (eV) = -9.99
- charge = 0

Results of the Mulliken charge analysis, in e, for atoms 1 through 6:
1. C -0.984
2. C -0.014
3. O -0.522
4. C -0.233
5. C 0.304
6. O -0.607

***

Which formula does entry 1 have?
C42H88BBrN2O12